{"formula": "C32H72BF5IN5O4PS", "method": "the ωB97M-V functional and the def2-TZVPD basis", "species": ["O", "B", "O", "O", "N", "C", "C", "C", "C", "C", "F", "F", "C", "F", "F", "F", "S", "C", "P", "O", "I", "C", "H", "H", "H", "H", "H", "H", "H", "H", "H", "H", "H", "H", "C", "C", "N", "C", "C", "C", "C", "H", "H", "H", "H", "H", "H", "H", "H", "H", "H", "H", "H", "H", "H", "H", "C", "C", "N", "C", "C", "C", "C", "H", "H", "H", "H", "H", "H", "H", "H", "H", "H", "H", "H", "H", "H", "H", "C", "C", "N", "C", "C", "C", "C", "H", "H", "H", "H", "H", "H", "H", "H", "H", "H", "H", "H", "H", "H", "H", "C", "C", "N", "C", "C", "C", "C", "H", "H", "H", "H", "H", "H", "H", "H", "H", "H", "H", "H", "H", "H", "H"], "xyz": [[-5.316139, 0.519416, -2.233803], [-4.953060, 1.787335, -2.483719], [-5.828387, 2.707452, -2.958128], [-3.581884, 2.159118, -2.325098], [-2.992384, 1.624181, -1.222029], [-2.852259, 2.220338, -0.081956], [-3.356226, 3.586344, 0.156108], [-3.770805, 3.927696, 1.593965], [-4.640632, 2.893313, 2.309374], [-6.118554, 3.191445, 2.238689], [-6.735650, 2.448859, 3.201774], [-6.403716, 4.496265, 2.484228], [-6.780274, 2.788175, 0.894059], [-6.670612, 3.794287, -0.002792], [-6.169986, 1.696641, 0.377345], [-8.082932, 2.503013, 1.060297], [-1.979936, 1.247277, 1.046708], [-2.529823, -0.259150, 0.086856], [-1.381128, -1.742984, 0.182330], [-0.183521, -1.236595, 1.163917], [-2.551510, -3.386291, 1.535008], [-2.401444, 0.288744, -1.313990], [-6.266424, 0.470914, -2.357225], [-5.740803, 3.569551, -2.554020], [-2.528249, 4.242014, -0.108487], [-4.149882, 3.839855, -0.530008], [-2.911635, 4.179043, 2.196352], [-4.346967, 4.840612, 1.527754], [-4.389477, 2.893806, 3.360706], [-4.493149, 1.880403, 1.970501], [-3.553923, -0.377656, 0.409507], [-0.473298, -1.166374, 2.083927], [-1.392911, 0.276462, -1.707293], [-3.028737, -0.328192, -1.948518], [-0.863673, 0.847473, 4.721470], [0.131667, -0.258988, 5.042804], [1.375970, -0.119120, 4.317984], [2.228873, -1.296373, 4.393739], [2.800044, -1.691080, 5.760165], [2.045689, 1.162959, 4.470870], [2.438928, 1.607193, 5.886310], [-1.046815, 0.908626, 3.643851], [-1.813194, 0.641772, 5.217068], [-0.522379, 1.822807, 5.066682], [-0.321379, -1.211513, 4.749839], [0.260138, -0.303303, 6.134832], [3.052750, -1.167449, 3.688445], [1.650736, -2.142694, 4.007892], [3.616511, -1.038211, 6.064953], [3.203946, -2.703135, 5.707856], [2.042020, -1.683084, 6.543664], [1.400075, 1.933845, 4.041276], [2.931075, 1.161119, 3.835564], [1.648877, 1.417445, 6.613929], [2.636157, 2.680426, 5.892017], [3.345703, 1.114785, 6.232427], [5.611118, 0.330911, -2.643270], [4.484215, -0.690134, -2.669056], [3.499865, -0.481815, -1.623689], [2.577843, -1.588957, -1.468974], [1.637512, -1.926471, -2.636516], [2.901733, 0.836955, -1.567733], [2.154027, 1.345874, -2.811775], [6.100134, 0.344985, -1.668345], [6.357084, 0.070693, -3.393775], [5.261292, 1.338578, -2.870447], [4.920197, -1.680291, -2.518290], [4.037125, -0.698253, -3.676304], [1.985490, -1.414887, -0.565410], [3.170596, -2.483135, -1.254956], [0.814267, -1.215358, -2.727490], [1.192150, -2.909034, -2.467636], [2.161027, -1.971993, -3.591044], [3.689581, 1.556580, -1.333672], [2.230207, 0.876644, -0.704086], [2.691683, 1.127279, -3.733959], [2.036558, 2.430342, -2.753155], [1.153662, 0.918202, -2.894740], [-5.006783, -2.267638, -8.485107], [-6.024671, -2.634536, -7.416354], [-5.429869, -3.243837, -6.241315], [-6.403641, -3.834777, -5.341748], [-7.404883, -2.905554, -4.640722], [-4.368192, -2.487384, -5.612193], [-4.694398, -1.067533, -5.120343], [-4.418388, -3.137711, -8.776382], [-5.523927, -1.895568, -9.369268], [-4.325148, -1.482921, -8.154550], [-6.721643, -3.357737, -7.845173], [-6.619484, -1.738823, -7.173303], [-5.866136, -4.410963, -4.583955], [-6.970566, -4.572542, -5.915714], [-6.940746, -2.348397, -3.825821], [-8.210504, -3.497575, -4.203479], [-7.860562, -2.195004, -5.330550], [-3.536935, -2.416876, -6.317105], [-3.974488, -3.075677, -4.779399], [-5.289901, -0.508065, -5.843118], [-3.765147, -0.511264, -4.962459], [-5.225458, -1.080996, -4.172861], [5.092593, 0.029265, 1.826365], [5.917452, -0.055337, 3.102445], [7.081906, -0.904513, 2.972983], [7.718419, -1.201346, 4.244176], [8.349506, -0.044013, 5.029006], [7.974416, -0.583121, 1.873522], [8.585016, 0.825299, 1.827552], [4.795670, -0.963612, 1.486279], [4.185193, 0.609613, 2.007021], [5.635977, 0.521668, 1.019828], [5.290835, -0.480773, 3.889653], [6.169958, 0.968058, 3.428415], [8.476106, -1.970640, 4.076589], [6.964071, -1.673919, 4.882309], [9.294045, 0.277506, 4.593639], [8.562613, -0.367289, 6.049469], [7.687933, 0.820449, 5.092606], [7.429734, -0.745893, 0.939983], [8.776151, -1.324439, 1.858552], [7.852982, 1.599285, 2.062157], [8.964005, 1.028248, 0.824197], [9.424127, 0.931350, 2.512523]], "forces_ev_per_angstrom": [[0.2986, -0.0110, 0.2080], [-0.1270, 0.2341, -0.5477], [0.0690, -0.3752, 0.2951], [-0.1583, 0.6933, 0.5931], [0.2744, -0.9008, -0.2146], [-0.0475, 0.1498, -0.2833], [0.3736, 0.4566, 0.5450], [-0.2668, -0.2636, -0.2978], [0.0609, 0.5888, 0.0758], [-0.3092, -0.4092, 0.5037], [0.0775, 0.1628, -0.2812], [0.0671, -0.3802, -0.1566], [-1.0507, 0.1901, 0.0815], [0.1071, -0.5035, 0.1920], [-0.1977, 0.3399, -0.0275], [1.0140, 0.2470, -0.3141], [-0.1887, -0.1390, 0.2227], [1.1692, 0.9276, 0.7069], [0.7105, -0.5224, -0.4241], [-0.6288, 0.0194, -0.0722], [-0.1881, 0.3147, 0.0956], [-1.3203, -1.0379, -0.2265], [-0.4036, -0.4070, 0.0367], [0.0751, 0.5219, -0.2865], [0.1623, 0.2271, -0.1757], [-0.2104, -0.2264, -0.3367], [0.3583, -0.1498, 0.1431], [0.0098, 0.3609, 0.0107], [-0.0496, 0.0383, 0.3438], [0.0757, -0.2696, -0.0864], [-0.3324, -0.4574, -0.2144], [0.4318, 0.1444, 0.3438], [0.3645, 0.4048, 0.0103], [-0.0629, 0.1392, -0.4320], [-0.1058, -0.0428, 0.0619], [-0.1856, 0.1397, 0.0669], [0.0111, -0.0874, -0.2437], [0.0900, -0.2340, -0.0239], [0.0536, 0.0120, -0.0425], [-0.0167, 0.2896, 0.0618], [0.0788, 0.0080, -0.0575], [0.0860, 0.0287, 0.0842], [-0.0260, -0.0075, 0.0003], [0.0044, 0.0192, -0.0175], [0.0999, -0.1143, 0.0553], [0.0014, -0.0200, -0.0099], [-0.0062, 0.0951, -0.0262], [-0.0841, 0.0275, 0.0238], [-0.0270, 0.0454, 0.0337], [-0.0054, -0.0079, -0.0213], [-0.0206, 0.0084, 0.0036], [-0.0495, -0.0443, 0.0022], [0.0784, -0.1354, -0.0237], [-0.0219, -0.0059, -0.0036], [-0.0023, 0.0033, -0.0137], [-0.0421, -0.0559, 0.0481], [0.0010, -0.0011, -0.0190], [0.1131, 0.1221, -0.1291], [-0.1795, -0.0339, 0.1207], [-0.0488, -0.2528, 0.0649], [-0.0959, -0.0481, 0.1154], [0.0707, 0.3043, -0.0266], [-0.0982, 0.0659, 0.1204], [-0.0300, 0.0183, 0.0302], [0.0148, -0.0056, -0.0076], [0.0099, 0.0057, 0.0001], [-0.0921, -0.0625, 0.0270], [0.0258, -0.0082, 0.0009], [-0.0129, 0.0738, -0.0074], [0.0889, 0.0308, -0.0344], [0.0501, 0.0407, -0.0528], [-0.0093, -0.0055, 0.0084], [0.0238, 0.0430, -0.0039], [0.0563, -0.0392, -0.0393], [-0.0096, -0.1596, 0.0050], [0.0233, -0.0192, -0.0068], [0.0192, 0.0003, 0.0040], [0.0323, -0.0690, -0.0729], [-0.0127, 0.0172, -0.0046], [0.0259, 0.1347, -0.1274], [-0.0483, -0.0765, 0.1305], [-0.1253, -0.1592, 0.0510], [0.0122, -0.0281, 0.0745], [0.2536, 0.1398, -0.0784], [0.1187, -0.0306, 0.0583], [0.0300, -0.0108, 0.0363], [-0.0078, 0.0010, -0.0131], [0.0058, 0.0037, -0.0114], [-0.0487, -0.0376, 0.0882], [-0.0109, -0.0092, -0.0237], [0.0721, 0.0390, -0.0003], [0.0025, 0.0436, -0.0787], [0.0152, 0.0433, -0.0286], [0.0012, -0.0155, -0.0084], [0.0106, 0.0034, -0.0254], [-0.0490, 0.0000, -0.0610], [-0.1102, -0.0584, 0.0357], [0.0094, -0.0178, -0.0252], [0.0107, -0.0036, -0.0236], [-0.1086, -0.0104, -0.0112], [-0.0258, 0.0044, 0.0425], [-0.0705, 0.1976, -0.1271], [0.0624, -0.1095, 0.0643], [0.0122, -0.1091, 0.2076], [0.0621, -0.0490, 0.0115], [0.0371, 0.0788, -0.2763], [0.0811, -0.0638, -0.0247], [0.0419, -0.0117, -0.0545], [0.0047, 0.0037, -0.0158], [-0.0289, -0.0059, -0.0293], [0.0193, -0.0375, 0.1327], [-0.0378, -0.0040, 0.0015], [0.0206, 0.0185, -0.0833], [-0.0645, 0.0429, -0.0499], [-0.0179, 0.0533, -0.0419], [-0.0107, -0.0164, -0.0002], [-0.0187, 0.0029, -0.0133], [-0.0625, 0.0012, 0.0359], [0.0019, -0.0214, 0.1216], [-0.0285, -0.0085, 0.0010], [-0.0046, -0.0103, -0.0080], [-0.0396, 0.0463, 0.0666]], "largest_force_ha_per_bohr": 0.0330, "orbital_gap_ev": 5.54, "e_tot_ev": -92477.3731, "de_lowest_kcal_mol": 0.0, "total_charge": 1}